1.
The following is a quantum chemistry calculation of an isolated ion of composition CHN2 and charge +1 in a non-equilibrium geometry, from the Open Molecules 2025 dataset.

```
4
Properties=species:S:1:pos:R:3:mulliken_charge:R:1
C -0.309 -0.269 0.172 0.407
N 0.849 0.170 0.023 0.004
N -1.199 -0.197 0.998 0.114
H 0.659 0.297 -1.193 0.476
```

As for the net charge: +1. The relative energy (zero: lowest compared OMol25 entry of this formula, charge and spin) comes out at 2.3011 eV. For the HOMO energy (spin up / spin down), the calculation gives -0.7373 / -0.7393 Ha. For the orbital gap (spin up / spin down), the calculation gives 8.32 / 8.42 eV.



2.
The following is a quantum chemistry calculation of a 2-piece molecular cluster, C4H10NO2 overall, from the Open Molecules 2025 dataset.

```
17
Properties=species:S:1:pos:R:3:mulliken_charge:R:1
N -1.928 2.316 2.092 -0.808
C -1.796 1.057 1.291 -0.497
O -0.679 0.945 0.567 -0.757
H -1.122 2.338 2.709 0.272
H -1.780 3.084 1.438 0.272
H -1.925 0.257 2.065 0.248
H -2.730 1.025 0.677 0.268
C 1.320 0.618 -1.685 -0.771
C 1.625 -0.810 -1.357 -0.231
C 0.723 -1.587 -0.798 0.019
O 0.969 -2.920 -0.502 -0.523
H 1.352 0.871 -2.746 0.290
H 0.347 0.891 -1.249 0.183
H 2.004 1.274 -1.134 0.221
H 2.604 -1.218 -1.600 0.304
H -0.232 -1.185 -0.482 0.170
H 0.332 -3.178 0.169 0.341
```

As for the net charge: -1. The relative energy (zero: lowest compared OMol25 entry of this formula, charge and spin) comes out at 3.0789 eV. For the HOMO energy, the calculation gives -0.1022 Ha. For the orbital gap, the calculation gives 6.44 eV.



3.
The following is a quantum chemistry calculation of one molecule with the formula C5H10O, from the Open Molecules 2025 dataset.

```
16
Properties=species:S:1:pos:R:3:mulliken_charge:R:1
C -1.979 0.578 -0.382 -1.170
C -0.562 0.372 -0.879 0.446
O -0.339 0.327 -2.071 -0.571
C 0.566 0.204 0.141 0.813
C 1.841 -0.239 -0.587 -1.330
C 0.137 -0.667 1.340 -1.390
H -2.426 -0.399 -0.162 0.281
H -2.030 1.178 0.531 0.328
H -2.560 1.045 -1.180 0.362
H 0.745 1.212 0.544 0.204
H 2.295 0.615 -1.099 0.317
H 1.622 -0.981 -1.359 0.318
H 2.580 -0.652 0.106 0.365
H -0.470 -1.530 1.046 0.316
H -0.450 -0.084 2.059 0.341
H 1.012 -1.048 1.877 0.369
```

The relative energy (zero: lowest compared OMol25 entry of this formula, charge and spin) comes out at 0.1244 eV. For the HOMO energy, the calculation gives -0.3507 Ha. Its SMILES is CC(=O)C(C)C. For the orbital gap, the calculation gives 10.48 eV.



| no. | E_tot (eV) |
| --- | --- |
| 1 | -4018.009 |
| 2 | -9894.367 |
| 3 | -7394.641 |